Molecular formula: C18H36N5O2P3Pt
Method: DFT, ωB97M-V with the def2-TZVPD basis set

Each line ends with the Löwdin charge.
Atoms and positions in Å:
1 P -3.389 0.316 -0.805  0.853
2 C -4.538 -1.046 -0.603  -0.159
3 H -5.473 -0.799 -1.126  0.093
4 H -4.735 -1.248 0.461  0.063
5 H -4.127 -1.968 -1.043  0.087
6 C -3.689 1.612 0.396  -0.148
7 H -3.145 2.521 0.111  0.066
8 H -3.381 1.314 1.406  0.062
9 H -4.763 1.845 0.410  0.105
10 C -3.442 1.062 -2.429  -0.144
11 H -4.372 1.648 -2.514  0.108
12 H -3.442 0.294 -3.215  0.092
13 H -2.586 1.737 -2.586  0.040
14 P 1.853 -0.633 -2.899  0.668
15 C 1.041 -2.155 -2.435  -0.234
16 H 1.412 -2.983 -3.047  0.091
17 H -0.040 -2.076 -2.571  0.053
18 H 1.247 -2.368 -1.385  0.028
19 C 1.511 -0.299 -4.641  -0.244
20 H 1.864 0.713 -4.880  0.052
21 H 0.426 -0.357 -4.809  0.063
22 H 2.026 -1.035 -5.269  0.082
23 C 3.631 -0.832 -2.649  -0.235
24 H 4.051 -1.459 -3.443  0.083
25 H 3.798 -1.302 -1.671  0.060
26 H 4.104 0.159 -2.663  0.049
27 P 2.073 -0.211 3.149  0.849
28 C 1.894 -1.793 3.971  -0.153
29 H 1.891 -1.634 5.063  0.098
30 H 2.737 -2.456 3.716  0.092
31 H 0.942 -2.267 3.671  0.029
32 C 3.613 0.637 3.439  -0.148
33 H 3.819 0.692 4.519  0.104
34 H 3.562 1.660 3.039  0.073
35 H 4.442 0.109 2.949  0.089
36 C 0.661 0.816 3.520  -0.158
37 H 0.764 1.203 4.545  0.105
38 H -0.261 0.217 3.466  0.022
39 H 0.607 1.659 2.817  0.049
40 Pt 1.377 1.530 -1.726  1.361
41 C -1.780 -0.464 -0.409  -0.209
42 O -1.129 -1.249 0.176  0.052
43 C 1.922 -0.551 1.355  -0.206
44 O 1.552 -1.259 0.496  0.042
45 C 2.552 2.986 -0.741  -0.113
46 C 1.583 2.451 0.140  -0.167
47 C 0.211 2.448 -0.243  -0.161
48 C -0.165 2.967 -1.506  -0.140
49 C 0.818 3.446 -2.399  -0.121
50 C 2.175 3.470 -2.008  -0.108
51 H 3.608 2.903 -0.493  0.164
52 H 1.904 1.974 1.065  0.086
53 H -0.542 2.015 0.411  0.120
54 H -1.199 2.900 -1.840  0.115
55 H 0.554 3.711 -3.416  0.162
56 H 2.933 3.756 -2.733  0.167
57 N -1.670 -4.098 1.237  0.155
58 N -1.944 -3.033 2.072  -0.261
59 N -3.053 -2.280 1.923  0.129
60 C -2.766 -1.268 2.784  -0.199
61 N -1.519 -1.325 3.264  0.012
62 N -0.982 -2.476 2.785  0.069
63 H -0.987 -4.700 1.695  0.125
64 H -2.532 -4.601 1.048  0.124
65 H -3.505 -0.543 3.094  0.120

Calculated values
LUMO (alpha / beta)   -0.436 / -0.540 Eh
⟨S²⟩   6.012
Charge   +4
Gap between HOMO and LUMO (alpha / beta)   0.26882 / 0.18683 Eh
Energy above the lowest of the compared OMol25 structures with the same formula, charge and spin   0.00 kcal/mol
Spin multiplicity   5